This record from the Open Molecules 2025 dataset describes C4H7NO2 in the gas phase. The level of theory is ωB97M-V/def2-TZVPD.

```
14
Properties=species:S:1:pos:R:3:forces:R:3:lowdin_charge:R:1
C 1.210315 -1.271092 0.092013 0.0 0.0 0.0 0.005
C 0.267214 -0.110708 -0.049208 0.1 -0.1 0.1 -0.407
C 0.700464 1.179983 -0.597587 0.2 0.2 0.1 -0.068
O -0.048707 0.268701 -1.393402 0.2 -0.1 -0.2 -0.046
C -0.935510 -0.070403 0.904503 -0.1 0.0 -0.1 -0.452
O -0.838722 -0.491724 2.040950 -0.5 0.3 -0.6 0.075
N -1.957717 0.543822 0.235132 0.3 0.2 -0.9 0.180
H 2.029387 -1.167211 -0.625409 -0.1 0.0 0.1 0.090
H 1.610608 -1.308456 1.106772 0.0 0.0 -0.1 0.092
H 0.689391 -2.212957 -0.107770 0.0 0.1 0.1 0.096
H 0.170569 2.084123 -0.293689 0.1 -0.2 -0.1 0.124
H 1.727882 1.311374 -0.924999 0.0 0.0 0.1 0.121
H -2.943271 0.672071 0.262949 -0.6 -0.4 1.7 0.108
H -1.711800 0.679618 -0.734274 0.3 0.0 -0.1 0.081
```
Positions in Å, forces in eV/Å.

Its largest force on an atom is 1.8 eV Å⁻¹. As for the SMILES: C[C@@]1(C(N)=O)CO1. For the gap between HOMO and LUMO, the calculation gives 10.758 eV. The energy above the lowest of the compared OMol25 structures with the same formula, charge and spin is 155.73 kJ/mol. The LUMO energy comes out at 0.9 eV. The total charge is 0.

---

This record from the Open Molecules 2025 dataset describes 2 unconnected molecules or ions with the total composition C4H7NO2. The level of theory is ωB97M-V/def2-TZVPD.

```
14
Properties=species:S:1:pos:R:3:forces:R:3:lowdin_charge:R:1
O -2.626468 -0.797255 -0.002973 -0.1 0.1 0.0 0.005
C -1.329369 -0.554717 0.437560 0.2 0.0 0.0 -0.308
C -0.206149 -1.287721 -0.213762 0.2 0.1 0.0 -0.008
N 0.738565 -0.402561 -0.408882 -0.1 -0.2 0.0 0.035
C 0.440241 0.915227 -0.103822 -0.1 0.1 0.0 -0.053
C -0.922736 0.931474 0.279666 -0.1 0.1 0.1 -0.400
O -1.755272 1.819113 0.451924 0.3 -0.2 -0.1 0.026
H -3.047007 0.082361 0.043981 0.0 -0.1 0.0 0.100
H -1.217083 -0.763792 1.523656 0.0 0.0 -0.1 0.177
H -0.054190 -2.345322 -0.374921 0.0 0.1 0.0 0.130
H 3.410884 0.651009 0.077624 0.1 0.0 0.0 0.025
H 1.657745 -0.661646 -0.750929 -0.1 0.0 0.1 0.135
H 3.808202 0.704302 -0.548829 0.0 0.0 0.0 0.042
H 1.102636 1.709530 -0.410293 -0.1 -0.1 0.1 0.094
```
Positions in Å, forces in eV/Å.

Its largest force on an atom is 0.3 eV Å⁻¹. For the gap between HOMO and LUMO (spin up / spin down), the calculation gives 7.972 / 7.970 eV. The energy above the lowest of the compared OMol25 structures with the same formula, charge and spin is 338.58 kJ/mol. The LUMO energy (spin up / spin down) comes out at 0.1 / 0.1 eV. The total charge is 0.

---

This record from the Open Molecules 2025 dataset describes C4H7NO2 in the gas phase. The level of theory is ωB97M-V/def2-TZVPD.

```
14
Properties=species:S:1:pos:R:3:forces:R:3:lowdin_charge:R:1
C 1.427182 1.157755 -1.186446 0.1 0.4 0.4 -0.023
C -1.769398 -1.146411 0.050212 -0.1 0.1 0.1 -0.042
C 0.998775 -0.046211 -0.397088 -0.9 -0.6 -1.3 -0.463
C -0.751447 -0.078291 -0.088368 1.5 -0.6 0.0 -0.131
O -0.316486 0.041181 2.216296 -0.1 0.2 -0.6 -0.005
N -0.081116 0.451265 0.859341 -0.1 0.4 1.2 -0.020
O 1.616116 -1.071209 -0.284513 -0.4 0.4 0.3 0.086
H 0.242946 0.641707 2.729695 -0.1 -0.1 -0.1 0.098
H 0.619510 1.867006 -1.350154 0.0 -0.1 0.1 0.077
H 2.225189 1.658649 -0.633621 0.1 0.0 -0.2 0.087
H 1.802676 0.830542 -2.156089 0.0 -0.1 0.1 0.090
H -2.486642 -1.107459 -0.767813 0.0 0.0 0.0 0.072
H -1.242210 -2.104964 -0.003089 0.0 0.1 0.0 0.098
H -2.285095 -1.093561 1.011637 0.0 0.0 -0.1 0.077
```
Positions in Å, forces in eV/Å.

Its largest force on an atom is 1.7 eV Å⁻¹. For the gap between HOMO and LUMO, the calculation gives 9.636 eV. The energy above the lowest of the compared OMol25 structures with the same formula, charge and spin is 462.72 kJ/mol. The LUMO energy comes out at 0.7 eV. The total charge is 0.

---

This record from the Open Molecules 2025 dataset describes C4H7NO2 in the gas phase. The level of theory is ωB97M-V/def2-TZVPD.

```
14
Properties=species:S:1:pos:R:3:forces:R:3:lowdin_charge:R:1
C 0.546808 1.129916 0.894445 0.0 0.0 0.1 -0.049
C 0.059376 0.396095 -0.358462 0.1 0.0 0.0 -0.253
C 1.206769 0.107005 -1.324093 0.4 0.2 0.0 -0.236
O 2.347097 0.444721 -1.136391 -0.5 -0.1 -0.1 0.073
C -0.483668 -0.994175 -0.028573 0.1 -0.2 0.0 -0.523
O 0.248449 -1.962714 -0.165447 -0.2 0.2 0.1 0.060
N -1.748368 -1.137412 0.446893 0.0 0.0 0.0 0.173
H 1.067903 0.437986 1.561741 0.0 0.1 -0.1 0.095
H 1.260014 1.909837 0.613538 -0.1 -0.1 0.0 0.082
H -0.281634 1.589905 1.441410 0.1 -0.1 -0.1 0.078
H -0.677864 1.011498 -0.897028 0.0 -0.2 0.1 0.147
H 0.909257 -0.447119 -2.236001 0.1 0.1 0.1 0.133
H -2.428896 -0.401248 0.526185 0.2 0.0 -0.1 0.105
H -2.025242 -2.084295 0.661781 0.0 0.2 0.0 0.113
```
Positions in Å, forces in eV/Å.

Its largest force on an atom is 0.5 eV Å⁻¹. As for the SMILES: C[C@@H](C=O)C(N)=O. For the gap between HOMO and LUMO, the calculation gives 10.534 eV. The energy above the lowest of the compared OMol25 structures with the same formula, charge and spin is 52.34 kJ/mol. The LUMO energy comes out at 0.7 eV. The total charge is 0.

---

This record from the Open Molecules 2025 dataset describes C4H7NO2 in the gas phase. The level of theory is ωB97M-V/def2-TZVPD.

```
14
Properties=species:S:1:pos:R:3:forces:R:3:lowdin_charge:R:1
C 0.096148 -1.591531 0.658001 0.1 -0.2 -0.1 -0.009
C -0.749585 0.564390 -0.152420 -0.4 0.1 0.0 -0.171
C -1.051495 1.933938 -0.643808 -0.4 0.2 -0.3 -0.194
O -2.136241 2.193335 -1.109708 0.6 0.0 0.0 0.064
C 0.462923 -0.217341 0.133293 -0.1 -0.3 0.0 -0.561
O 0.000401 0.722929 1.071883 -0.1 -0.1 0.3 0.023
N 1.707040 -0.006008 -0.531357 0.0 -0.1 0.1 0.118
H 0.844134 -1.932076 1.379350 0.0 -0.1 -0.2 0.089
H -0.857779 -1.498182 1.187092 0.2 -0.2 -0.1 0.089
H -0.017713 -2.314878 -0.151125 0.2 -0.1 0.1 0.088
H -1.650969 -0.051326 -0.178787 -0.1 0.2 0.5 0.147
H -0.323839 2.702671 -0.338672 0.1 0.1 -0.3 0.136
H 1.657829 -0.469331 -1.435423 0.1 0.2 0.0 0.093
H 2.454548 -0.471054 -0.018768 -0.1 0.2 0.0 0.088
```
Positions in Å, forces in eV/Å.

Its largest force on an atom is 0.6 eV Å⁻¹. As for the SMILES: C[C@]1(N)O[C@H]1C=O. For the gap between HOMO and LUMO, the calculation gives 10.864 eV. The energy above the lowest of the compared OMol25 structures with the same formula, charge and spin is 251.40 kJ/mol. The LUMO energy comes out at 0.7 eV. The total charge is 0.

---

This record from the Open Molecules 2025 dataset describes 2 unconnected molecules or ions with the total composition C4H7NO2. The level of theory is ωB97M-V/def2-TZVPD.

```
14
Properties=species:S:1:pos:R:3:forces:R:3:lowdin_charge:R:1
O -0.933821 -0.236058 1.655283 0.1 0.1 0.0 -0.010
C -1.633935 0.448662 0.734345 -0.2 0.1 -0.2 -0.302
C -1.194689 1.446458 -0.039312 0.0 -0.1 0.1 -0.025
O 1.796714 0.187710 1.094575 0.1 -0.4 -0.4 0.030
C 2.056900 -0.622852 0.225086 0.0 0.3 0.3 -0.320
N 1.126384 -1.432504 -0.391263 -0.2 0.2 -0.2 0.057
C 0.364043 -1.046977 -1.324270 0.1 -0.1 0.1 -0.004
H 0.004329 0.040511 1.617284 -0.1 -0.1 0.0 0.056
H -2.657019 0.082742 0.670035 0.1 0.1 0.0 0.111
H -1.866698 1.923902 -0.743333 0.1 -0.1 0.1 0.048
H -0.183819 1.836462 0.050262 -0.1 -0.1 0.0 0.054
H 3.097616 -0.839740 -0.067558 -0.1 0.0 0.0 0.133
H 0.406945 -0.049119 -1.768208 0.0 -0.1 0.1 0.085
H -0.382946 -1.739200 -1.712925 0.1 0.1 0.0 0.086
```
Positions in Å, forces in eV/Å.

Its largest force on an atom is 0.5 eV Å⁻¹. As for the SMILES: C=NC=O.C=CO. For the gap between HOMO and LUMO, the calculation gives 9.368 eV. The energy above the lowest of the compared OMol25 structures with the same formula, charge and spin is 233.31 kJ/mol. The LUMO energy comes out at 0.5 eV. The total charge is 0.

---

This record from the Open Molecules 2025 dataset describes 3 unconnected molecules or ions with the total composition C4H7NO2. The level of theory is ωB97M-V/def2-TZVPD.

```
14
Properties=species:S:1:pos:R:3:forces:R:3:lowdin_charge:R:1
C -0.227035 1.689318 0.553406 0.0 0.0 0.1 -0.063
C -0.413494 1.094037 -0.819582 -0.3 -0.1 -0.1 -0.345
C 1.600186 -0.956817 -0.150659 0.0 -0.1 0.2 -0.161
N 0.906337 -1.716182 0.588400 0.3 0.2 -0.3 0.025
C -1.916120 -2.025790 0.010070 -1.2 0.3 0.8 -0.001
O -2.728246 -1.660650 0.714392 0.9 -0.4 -0.8 0.044
O -1.370348 0.427854 -1.137257 0.4 0.4 0.1 -0.003
H -0.334209 0.906626 1.311091 0.0 0.1 -0.1 0.081
H -1.012701 2.433010 0.722942 0.1 -0.1 0.0 0.087
H 0.748298 2.173597 0.656782 -0.2 -0.1 0.0 0.072
H 0.382608 1.308452 -1.565787 -0.1 0.0 0.1 0.115
H 2.045210 -0.061166 0.291772 0.0 -0.1 -0.1 0.061
H 1.785275 -1.115807 -1.219531 0.0 -0.1 0.1 0.077
H 0.534240 -2.496483 0.043961 0.1 0.0 0.1 0.012
```
Positions in Å, forces in eV/Å.

Its largest force on an atom is 1.5 eV Å⁻¹. For the gap between HOMO and LUMO, the calculation gives 10.737 eV. The energy above the lowest of the compared OMol25 structures with the same formula, charge and spin is 238.31 kJ/mol. The LUMO energy comes out at 0.7 eV. The total charge is 0.

---

This record from the Open Molecules 2025 dataset describes a molecular structure, C4H7NO2. The level of theory is ωB97M-V/def2-TZVPD.

```
14
Properties=species:S:1:pos:R:3:forces:R:3:lowdin_charge:R:1
O -1.141626 -0.511327 1.490044 0.3 -0.1 -0.2 -0.025
C -1.087209 0.022629 0.192270 1.2 -0.9 -1.3 -0.357
C -0.377776 1.334244 0.105678 2.0 -0.4 -0.6 0.083
O 1.324261 1.056980 -0.334517 -1.9 0.4 0.8 -0.086
C 1.749734 -0.149850 0.027356 -0.6 -0.3 0.3 -0.299
N 1.054484 -1.217987 -0.136682 0.4 0.4 0.0 0.021
C -0.178803 -0.913189 -0.798223 -1.2 0.5 0.6 -0.172
H -0.336984 -1.049689 1.554221 -0.1 0.0 0.3 0.084
H -2.090500 -0.009213 -0.258588 0.3 0.6 0.3 0.149
H -0.732078 1.972979 -0.706863 0.5 -0.1 0.2 0.120
H -0.129829 1.848758 1.024180 -0.4 0.0 0.1 0.116
H 2.717060 -0.239166 0.549375 -0.3 0.4 -0.4 0.132
H -0.016805 -0.327394 -1.720391 -0.2 -0.3 0.2 0.124
H -0.753924 -1.817769 -0.987860 0.1 0.0 -0.1 0.110
```
Positions in Å, forces in eV/Å.

Its largest force on an atom is 2.1 eV Å⁻¹. For the gap between HOMO and LUMO, the calculation gives 10.678 eV. The energy above the lowest of the compared OMol25 structures with the same formula, charge and spin is 251.13 kJ/mol. The LUMO energy comes out at 0.8 eV. The total charge is 0.

---

What is the formula in the seventh record? C4H7NO2

---

Copy entry 6 word for word.
This record from the Open Molecules 2025 dataset describes 2 unconnected molecules or ions with the total composition C4H7NO2. The level of theory is ωB97M-V/def2-TZVPD.

```
14
Properties=species:S:1:pos:R:3:forces:R:3:lowdin_charge:R:1
O -0.933821 -0.236058 1.655283 0.1 0.1 0.0 -0.010
C -1.633935 0.448662 0.734345 -0.2 0.1 -0.2 -0.302
C -1.194689 1.446458 -0.039312 0.0 -0.1 0.1 -0.025
O 1.796714 0.187710 1.094575 0.1 -0.4 -0.4 0.030
C 2.056900 -0.622852 0.225086 0.0 0.3 0.3 -0.320
N 1.126384 -1.432504 -0.391263 -0.2 0.2 -0.2 0.057
C 0.364043 -1.046977 -1.324270 0.1 -0.1 0.1 -0.004
H 0.004329 0.040511 1.617284 -0.1 -0.1 0.0 0.056
H -2.657019 0.082742 0.670035 0.1 0.1 0.0 0.111
H -1.866698 1.923902 -0.743333 0.1 -0.1 0.1 0.048
H -0.183819 1.836462 0.050262 -0.1 -0.1 0.0 0.054
H 3.097616 -0.839740 -0.067558 -0.1 0.0 0.0 0.133
H 0.406945 -0.049119 -1.768208 0.0 -0.1 0.1 0.085
H -0.382946 -1.739200 -1.712925 0.1 0.1 0.0 0.086
```
Positions in Å, forces in eV/Å.

Its largest force on an atom is 0.5 eV Å⁻¹. As for the SMILES: C=NC=O.C=CO. For the gap between HOMO and LUMO, the calculation gives 9.368 eV. The energy above the lowest of the compared OMol25 structures with the same formula, charge and spin is 233.31 kJ/mol. The LUMO energy comes out at 0.5 eV. The total charge is 0.